(1)
Density functional theory data (ωB97M-V with the def2-TZVPD basis set) for a single C17H18N2O5S molecule at a distorted geometry.

Results
* energy relative to the best compared isomer or geometry (same formula, charge and spin): 39.90 kcal per mole
* SMILES: COc1ccc(NS(=O)(=O)c2ccc3c(c2)N(C(C)=O)CCO3)cc1
* LUMO: 0.481 eV
* net charge: 0
* HOMO energy: -0.298 Eh

The geometry in XYZ format:
```
43
Properties=species:S:1:pos:R:3:mulliken_charge:R:1
C -4.7355 -3.4280 0.2537 -0.8125
H -4.2935 -3.4387 1.2551 0.3275
O -5.2580 -2.1624 -0.0680 -0.4507
C -4.4082 -1.0962 -0.0943 0.7349
C -4.9847 0.1362 -0.4039 -0.7008
C -4.2169 1.2789 -0.4503 -0.7636
C -2.8472 1.2204 -0.2005 0.5482
C -2.2707 -0.0057 0.0970 0.0239
C -3.0424 -1.1543 0.1567 -0.7644
H -2.5606 -2.0877 0.4002 0.3887
H -1.2133 -0.0610 0.2954 0.1719
N -2.0570 2.3687 -0.2806 -0.2333
S -0.7267 2.6192 0.7098 1.4623
O -0.8887 1.9755 1.9802 -0.6435
O -0.5110 4.0353 0.6745 -0.7620
C 0.5869 1.8077 -0.1848 -0.2405
C 1.3440 0.8620 0.4725 -0.0072
C 2.4048 0.2360 -0.1747 0.0803
C 2.6383 0.5461 -1.5296 0.4716
C 1.8496 1.4983 -2.1747 -1.1164
C 0.8325 2.1443 -1.5019 -0.6346
H 0.2272 2.8946 -1.9817 0.4775
H 2.0670 1.7137 -3.2083 0.4505
O 3.5995 -0.0494 -2.2762 -0.4919
C 4.4599 -0.9484 -1.6012 -0.4482
C 3.7020 -1.7220 -0.5283 -0.8384
N 3.1871 -0.7577 0.4280 0.1258
C 3.6882 -0.7870 1.7102 0.9603
O 4.3581 -1.7304 2.0725 -0.6376
C 3.4120 0.3922 2.6036 -1.2779
H 2.4932 0.2318 3.1639 0.2857
H 4.2268 0.4542 3.3220 0.3698
H 3.3335 1.3218 2.0478 0.3818
H 4.3603 -2.4099 0.0036 0.4510
H 2.8713 -2.2739 -0.9787 0.2901
H 4.8635 -1.6113 -2.3691 0.3821
H 5.2840 -0.3904 -1.1377 0.2845
H 1.0753 0.6145 1.4852 0.5861
H -2.5575 3.2259 -0.4573 0.2644
H -4.6773 2.2277 -0.6840 0.3236
H -6.0449 0.1733 -0.5967 0.4232
H -3.9878 -3.7526 -0.4774 0.3266
H -5.5829 -4.1113 0.2278 0.2311
```

---

(2)
Density functional theory data (ωB97M-V with the def2-TZVPD basis set) for a single C17H18N4O5S molecule at a distorted geometry.

Results
* energy relative to the best compared isomer or geometry (same formula, charge and spin): 72.43 kcal per mole
* SMILES: Cn1cc(-c2cc(S(N)(=O)=O)cnc2O[C@@H]2CCOC2)c2cc[nH]c2c1=O
* LUMO: 0.152 eV
* net charge: 0
* HOMO energy: -0.303 Eh

The geometry in XYZ format:
```
45
Properties=species:S:1:pos:R:3:mulliken_charge:R:1
O 5.0686 0.7799 -0.3408 -0.7135
O -5.0181 2.3380 -2.3595 -0.6972
O -3.0573 3.8422 -2.8210 -0.6918
N -2.5537 -0.1739 0.2943 -0.5292
O -0.2604 -3.5246 3.4885 -0.4488
O -0.4731 -0.9230 1.1677 -0.2563
C 3.8388 0.8721 -0.4500 0.0806
C 1.3954 -1.6733 -1.3044 -0.6328
C 1.7559 -0.3582 -0.8617 1.5584
C 0.9887 0.8416 -0.4794 0.2242
C 2.5467 -2.4025 -1.5461 -0.8706
C 3.1009 -0.3316 -0.8504 -0.8911
C 1.6978 2.0018 -0.1917 -0.2279
C -3.2332 0.6784 -0.5514 -0.6430
C -1.2132 -0.1053 0.3225 -0.0103
C -1.1971 1.6214 -1.3376 -0.8201
C -0.4883 0.7807 -0.4891 0.5449
C -2.5664 1.5563 -1.3666 0.1909
N 3.6071 -1.5328 -1.2422 -0.0146
N 3.1198 2.0268 -0.1495 0.0906
N -3.2911 1.7219 -3.9429 -0.5858
C 3.7762 3.2173 0.3115 -1.1418
C -1.3490 -2.8667 4.0839 -0.4947
C -0.0317 -3.0634 2.1567 -0.3309
C -1.6835 -1.6672 3.2426 -0.7116
C -1.1096 -2.0143 1.8639 0.2376
S -3.5537 2.4788 -2.5107 1.3060
H 0.3803 -2.0100 -1.5088 0.5374
H 2.6307 -3.4062 -1.9275 0.4410
H 1.1069 2.8823 0.0662 0.5215
H -4.3104 0.6131 -0.5962 0.5004
H -0.6423 2.2497 -2.0208 0.5128
H 4.6212 -1.7206 -1.3771 0.2587
H -4.1832 1.3506 -4.2599 0.3105
H -2.9842 2.4662 -4.5468 0.3013
H 3.8459 3.2660 1.4110 0.3244
H 3.2702 4.1069 0.0013 0.3991
H 4.7945 3.2860 -0.0646 0.3558
H -1.1675 -2.5991 5.1069 0.3490
H -2.2386 -3.5406 4.0374 0.2626
H 0.9171 -2.5471 2.1333 0.1826
H -0.0750 -3.8489 1.3703 0.2915
H -1.1373 -0.7946 3.6059 0.2490
H -2.7622 -1.4211 3.2056 0.3212
H -1.8830 -2.4530 1.2267 0.3598
```

---

(3)
Density functional theory data (ωB97M-V with the def2-TZVPD basis set) for a single C17H18N6OS2 molecule at a distorted geometry.

Results
* energy relative to the best compared isomer or geometry (same formula, charge and spin): 0.00 kcal per mole
* SMILES: CCCCN1C(=O)/C(=C2/Sc3ccccc3N2C)S/C1=N\c1nnc[nH]1
* LUMO: 0.126 eV
* net charge: 0
* HOMO energy: -0.273 Eh

The geometry in XYZ format:
```
44
Properties=species:S:1:pos:R:3:mulliken_charge:R:1
O -0.1419 -1.3974 0.4582 -0.6458
N 5.3184 3.7517 1.7884 -0.6622
N 4.4924 2.7570 1.2704 -0.1343
N 3.4041 0.8200 2.3070 -0.4670
S 2.1687 1.5486 -0.0448 -0.1253
S 0.1633 2.5558 -2.0695 -0.3174
C 0.7783 -0.6064 0.4272 0.2157
C 5.5307 3.5096 3.0584 -0.0146
C 4.1628 1.9599 2.2914 0.3520
C 2.5431 0.5775 1.3652 0.6074
C 0.8396 0.4967 -0.4859 0.5608
C -0.0410 0.8595 -1.5092 -0.0525
C -2.4588 3.0194 -5.1317 -0.5425
C -2.9713 1.7237 -5.1471 -0.6223
C -1.4977 3.3416 -4.1800 -0.6116
C -2.5827 0.7542 -4.2070 -0.6568
C -1.0361 2.3487 -3.3054 0.8695
C -1.6002 1.0419 -3.2548 0.2692
N 4.8340 2.4086 3.3909 -0.1151
N -1.1020 0.2204 -2.2132 0.0953
N 1.7699 -0.5604 1.4194 0.0874
C -1.5422 -1.1971 -2.0091 -0.9011
C -0.4551 -1.1870 5.7803 -1.2883
C 1.7079 -1.4048 2.5949 -1.1664
C 0.5385 -1.7362 4.7887 -0.3298
C 0.7188 -0.8098 3.5745 -0.2850
H 6.1246 4.1146 3.7611 0.3633
H -2.7814 3.7638 -5.8468 0.3882
H -3.7168 1.4188 -5.8679 0.3727
H -1.1159 4.3733 -4.1249 0.3470
H -3.0635 -0.2215 -4.2307 0.2437
H 4.7511 1.9931 4.3210 0.2074
H -2.1719 -1.5657 -2.8177 0.3334
H -2.0556 -1.3453 -1.0756 0.2894
H -0.6928 -1.8888 -1.9809 0.3252
H -1.3847 -0.9402 5.2882 0.3416
H -0.0229 -0.2762 6.2732 0.2985
H -0.6767 -1.9431 6.5168 0.3960
H 2.6846 -1.5031 3.0435 0.4715
H 1.3423 -2.4293 2.3544 0.3686
H 0.1956 -2.7017 4.4348 0.3396
H 1.4974 -1.8646 5.3069 0.2731
H 1.0614 0.1953 3.8993 0.2478
H -0.2325 -0.6915 3.0718 0.2739
```

---

(4)
Density functional theory data (ωB97M-V with the def2-TZVPD basis set) for a molecular structure, C17H18N8PbS at a distorted geometry.

Results
* LUMO (alpha / beta): 4.677 / 4.669 eV
* net charge: -2
* HOMO energy (alpha / beta): 0.011 / 0.032 Eh

The geometry in XYZ format:
```
45
Properties=species:S:1:pos:R:3:mulliken_charge:R:1
Pb 1.7551 -0.2185 -1.1843 0.8846
C -2.3023 0.6277 -3.3895 -1.4211
C -1.0551 0.7204 -2.5535 0.4974
N -0.3598 -0.3634 -2.3331 0.6870
N -0.8810 -1.5506 -2.8287 -1.3028
C -0.1873 -2.2139 -3.6993 0.3037
N -0.7380 -3.4870 -3.9882 -0.6012
S 1.2068 -1.7416 -4.6207 -0.5667
C -0.5919 1.9775 -2.0414 0.2405
C -1.4000 3.1466 -1.9897 -0.7741
C -0.8612 4.3489 -1.6258 -0.2208
C 0.5078 4.4162 -1.2641 -0.8930
C 1.2054 3.2271 -1.2348 -0.1398
N 0.7112 2.0462 -1.6024 -0.2120
H -2.0971 0.0093 -4.2631 0.3921
H -2.6362 1.6103 -3.7240 0.3933
H -3.1127 0.1426 -2.8367 0.2196
H -1.2072 -3.8652 -3.1757 0.2685
H -0.0143 -4.0957 -4.3363 0.2240
H -2.4603 3.0746 -2.1975 0.2402
H -1.4815 5.2368 -1.5845 0.3788
H 0.9794 5.3462 -0.9786 0.3330
H 2.2407 3.2115 -0.8987 0.3883
N 0.0480 -4.8093 2.9781 -0.5364
C 0.4906 -3.9984 1.9603 0.5315
N 0.2516 -2.6817 2.1123 -0.3084
N 1.0492 -4.5530 0.9276 -0.7564
C 1.6554 -3.6523 0.1353 0.6088
N 2.0929 -2.8112 -0.5124 -0.5021
H -0.8376 -4.5068 3.3527 0.2608
H 0.0183 -5.7736 2.6811 0.2896
H 0.4473 -2.2834 3.0221 0.2522
H 0.6228 -2.0512 1.3653 -0.1797
C 0.8902 -0.0420 0.8606 -2.0370
C 0.7079 0.6133 2.0568 1.8707
C 1.4260 1.8438 2.4191 -0.5782
C 1.3150 2.4404 3.6493 -0.2986
C 0.4855 1.9348 4.6753 -0.5829
C -0.2706 0.7975 4.3573 -0.3448
C -0.1923 0.1646 3.1318 -0.7221
H 2.0666 2.2825 1.6611 0.1691
H 1.8906 3.3444 3.8392 0.3054
H 0.4109 2.4185 5.6412 0.3290
H -0.9585 0.3988 5.1025 0.2834
H -0.8305 -0.6817 2.9340 0.6266
```

---

(5)
Density functional theory data (ωB97M-V with the def2-TZVPD basis set) for 2 unconnected molecules or ions with the total composition C17H18O3 at a distorted geometry.

Results
* energy relative to the best compared isomer or geometry (same formula, charge and spin): 2.81 kcal per mole
* LUMO: -2.160 eV
* net charge: 0
* HOMO energy: -0.246 Eh

The geometry in XYZ format:
```
38
Properties=species:S:1:pos:R:3:mulliken_charge:R:1
C -0.0890 2.1919 1.3133 -1.0251
C -0.0961 0.7604 1.6133 0.7650
C -1.3045 0.0004 1.6268 0.5452
O -2.4262 0.5188 1.6390 -0.7837
C -1.1143 -1.5261 1.6427 -0.5538
C 0.1564 -1.8980 0.9235 -0.4743
O 1.2986 -1.2405 1.5804 -0.3843
C 1.1633 0.0685 1.9237 0.2996
O 2.0980 0.6370 2.4794 -0.6768
H 0.9538 2.5138 1.2058 0.3203
H -0.6252 2.4083 0.3720 0.4070
H -0.5647 2.7726 2.1184 -0.2244
H -1.0563 -1.8621 2.6926 0.1623
H -1.9981 -1.9802 1.1788 0.3523
H 0.3651 -2.9684 1.0095 0.3379
H 0.1327 -1.6192 -0.1474 0.2856
C -1.2765 2.6793 4.4497 -0.9334
C -0.9609 4.1981 4.1283 -0.8101
C 0.5313 4.2241 4.0456 -0.4377
C 1.0724 2.9663 4.2535 -0.5498
C 0.0650 1.9926 4.4761 0.8467
C 0.2831 0.7200 5.1102 0.6236
C 1.5936 0.2342 5.3628 -0.0959
C 1.8159 -0.7641 6.3005 -1.0151
C 0.7274 -1.3773 6.9396 -0.2197
C -0.5789 -1.0154 6.5937 -0.9470
C -0.8051 0.0042 5.6756 -0.0715
H -1.7562 2.6154 5.4406 0.5566
H -1.9774 2.2169 3.7329 0.2091
H -1.4400 4.5108 3.1884 0.3845
H -1.3698 4.8369 4.9258 0.3737
H 1.0866 5.1379 3.8381 0.4356
H 2.1382 2.7440 4.2750 0.3748
H 2.4275 0.6867 4.8296 0.2935
H 2.8361 -1.0686 6.5366 0.4042
H 0.9057 -2.1328 7.7076 0.3849
H -1.4318 -1.5175 7.0492 0.4011
H -1.8176 0.3148 5.4294 0.4388
```

---

| no. | total energy (eV) |
| --- | --- |
| 1 | -41973.582 |
| 2 | -44953.012 |
| 3 | -50579.740 |
| 4 | -45920.835 |
| 5 | -24060.979 |